Entry from the Open Molecules 2025 dataset: C30H31N3O4 in the gas phase (ωB97M-V with the def2-TZVPD basis set).

XYZ file:
```
68
Properties=species:S:1:pos:R:3:forces:R:3:mulliken_charge:R:1
C -8.122 -0.306 -1.523 -0.041 -0.053 0.275 -1.471
C -7.547 -1.190 -0.414 -0.019 -0.070 -0.203 0.216
C -7.710 -2.671 -0.764 -0.081 0.183 0.197 -1.454
C -6.100 -0.853 -0.154 -0.142 0.041 0.227 0.826
C -5.688 -0.388 1.086 -0.075 -0.080 -0.184 -1.321
C -4.370 -0.062 1.340 0.231 0.062 0.091 -0.206
C -3.395 -0.196 0.347 -0.219 -0.101 0.002 1.058
N -2.069 0.104 0.587 0.215 0.057 0.156 0.248
C -1.180 0.517 -0.475 0.214 0.061 -0.168 -1.037
C -0.384 1.754 -0.056 -0.323 0.113 -0.509 -0.852
N 0.432 1.431 1.093 0.094 -0.095 0.107 0.729
C 1.614 1.997 1.365 -0.128 0.071 -0.104 0.094
O 2.290 1.656 2.334 0.162 0.078 0.264 -0.877
C 2.049 3.107 0.456 0.260 0.181 -0.022 0.142
C 1.520 4.373 0.668 0.046 -0.099 -0.091 -0.263
C 1.966 5.454 -0.072 -0.040 0.100 0.029 -0.845
C 2.952 5.269 -1.026 -0.100 -0.023 0.090 -0.572
C 3.484 4.014 -1.255 0.117 -0.023 -0.105 -0.472
C 3.039 2.920 -0.518 -0.112 0.295 0.076 0.462
N 3.522 1.625 -0.733 -0.181 -0.155 0.125 -0.026
C 4.724 1.261 -1.283 -0.195 0.056 0.038 0.463
O 5.470 2.033 -1.848 0.095 0.013 -0.032 -0.646
C 5.080 -0.174 -1.171 0.148 -0.469 0.268 -0.887
C 4.727 -1.051 -0.219 -0.010 0.627 -0.293 1.116
C 3.770 -0.652 0.869 -0.191 -0.014 0.118 -0.292
O 2.597 -0.957 0.841 0.039 -0.034 -0.128 -0.565
O 4.328 0.091 1.800 0.395 0.106 0.371 -0.505
C 5.201 -2.435 -0.167 0.113 -0.455 0.020 0.475
C 5.566 -3.128 -1.322 -0.057 0.104 0.117 -0.490
C 6.012 -4.433 -1.242 0.071 -0.044 -0.044 -0.686
C 6.104 -5.067 -0.013 0.005 -0.013 0.024 -0.375
C 5.738 -4.390 1.139 0.028 -0.089 0.044 -0.694
C 5.284 -3.087 1.064 -0.004 0.105 -0.175 -0.276
C -0.086 0.388 1.961 -0.076 -0.255 0.387 -1.292
C -1.607 0.392 1.926 0.001 0.036 0.076 -0.974
C -3.807 -0.686 -0.897 0.080 0.047 -0.087 -1.138
C -5.128 -0.998 -1.137 -0.038 0.052 0.080 -0.210
H -9.181 -0.514 -1.662 -0.117 -0.004 -0.077 0.445
H -7.610 -0.488 -2.465 0.054 -0.010 -0.137 0.290
H -8.006 0.745 -1.267 -0.009 0.106 -0.041 0.350
H -8.111 -0.994 0.505 0.084 0.001 -0.040 0.395
H -7.190 -2.908 -1.689 0.060 -0.055 -0.125 0.293
H -7.300 -3.294 0.029 0.028 -0.109 0.029 0.362
H -8.763 -2.916 -0.889 -0.103 -0.078 -0.053 0.432
H -6.415 -0.268 1.878 -0.084 0.010 0.064 0.258
H -4.109 0.309 2.318 0.066 0.051 0.090 0.392
H -1.762 0.767 -1.364 0.082 -0.012 0.065 0.634
H -0.478 -0.289 -0.734 -0.034 0.106 -0.131 0.251
H 0.252 2.087 -0.880 -0.121 -0.041 0.075 0.594
H -1.079 2.569 0.188 0.051 -0.061 -0.102 0.234
H 0.767 4.508 1.431 -0.086 0.011 0.074 0.520
H 1.550 6.435 0.103 -0.029 0.090 0.024 0.403
H 3.310 6.108 -1.602 0.038 0.064 -0.060 0.409
H 4.255 3.870 -1.992 -0.002 -0.014 -0.026 0.506
H 2.963 0.896 -0.318 0.000 -0.032 -0.189 0.202
H 5.809 -0.468 -1.915 -0.006 -0.032 -0.041 0.513
H 3.642 0.556 2.346 -0.079 -0.178 -0.348 0.619
H 5.479 -2.649 -2.285 -0.029 0.046 -0.098 0.375
H 6.288 -4.960 -2.143 0.009 -0.037 -0.072 0.383
H 6.455 -6.086 0.045 0.019 -0.083 0.005 0.386
H 5.804 -4.880 2.098 0.008 -0.033 0.075 0.386
H 5.010 -2.562 1.967 -0.043 0.034 0.112 0.425
H 0.278 0.583 2.972 -0.083 -0.091 -0.129 0.526
H 0.305 -0.583 1.639 -0.029 0.096 0.105 0.247
H -1.977 -0.383 2.604 0.041 0.109 0.023 0.749
H -1.974 1.368 2.286 -0.021 -0.090 0.071 0.383
H -3.084 -0.848 -1.682 0.081 -0.023 -0.056 0.371
H -5.401 -1.372 -2.113 -0.033 -0.054 -0.123 0.266
```
Positions in Å, forces in eV/Å.

Summary:
HOMO level (eV): -7.652
SMILES string: CC(C)c1ccc(N2CCN(C(=O)c3ccccc3NC(=O)/C=C(\C(=O)O)c3ccccc3)CC2)cc1
Electronic energy (eV): -44274.964
Energy relative to the best compared isomer or geometry (same formula, charge and spin) (eV): 0.000
Gap between HOMO and LUMO (eV): 7.60
LUMO energy (eV): -0.1

---

Entry from the Open Molecules 2025 dataset: C30H31N3O6 in the gas phase in a non-equilibrium geometry (ωB97M-V with the def2-TZVPD basis set).

XYZ file:
```
70
Properties=species:S:1:pos:R:3:forces:R:3:mulliken_charge:R:1
C -2.282 -2.565 2.219 -0.092 0.061 0.267 -1.055
O -1.707 -2.779 0.955 0.367 -0.144 -0.365 -0.320
C -0.349 -2.923 0.879 -0.178 0.020 -0.206 0.590
C 0.524 -2.829 1.948 -0.231 0.048 -0.004 -0.748
C 1.893 -2.941 1.755 0.136 -0.074 -0.179 -0.935
C 2.409 -3.162 0.491 -0.167 -0.232 0.111 -0.167
C 3.896 -3.136 0.266 0.064 0.109 0.215 -1.428
C 4.360 -1.689 0.423 0.023 -0.356 -0.160 0.637
O 5.191 -1.339 1.226 0.144 0.098 0.242 -0.639
N 3.690 -0.860 -0.429 -0.175 -0.050 -0.529 0.024
C 3.554 0.511 -0.376 -0.851 0.410 -0.195 1.005
C 2.448 1.157 -0.896 0.938 -0.685 0.434 0.330
C 1.352 0.510 -1.618 -0.135 0.180 -0.211 0.481
O 1.546 -0.612 -2.104 0.071 -0.025 0.061 -0.785
N 0.178 1.156 -1.780 0.045 0.010 -0.228 0.089
C -0.342 2.191 -0.917 -0.141 0.191 0.647 -0.869
C -1.354 1.565 0.050 0.210 0.320 0.040 -0.275
N -2.421 0.942 -0.703 -0.041 0.110 -0.221 0.394
C -3.648 0.735 -0.065 -0.101 0.044 0.074 0.207
C -4.227 -0.525 0.037 0.112 0.150 0.022 -0.314
C -5.477 -0.700 0.610 -0.191 -0.021 0.068 -1.052
C -6.166 0.387 1.104 -0.007 -0.126 -0.004 -0.796
C -5.610 1.656 1.013 0.046 0.227 0.024 -0.404
C -4.370 1.845 0.428 0.085 0.117 0.039 0.536
O -3.780 3.077 0.276 0.008 -0.563 -0.141 -0.370
C -4.502 4.220 0.659 -0.133 0.212 0.088 -1.032
C -1.914 -0.105 -1.566 0.156 0.094 -0.220 -0.802
C -0.884 0.506 -2.520 -0.152 -0.454 -0.174 -1.711
O 2.543 2.514 -0.717 -0.081 0.310 -0.185 -0.617
C 3.713 2.739 -0.080 0.637 -0.566 0.326 -0.366
C 4.227 3.973 0.289 -0.235 0.025 -0.120 -1.144
C 5.452 3.979 0.923 -0.110 0.032 -0.043 -0.334
C 6.143 2.793 1.183 0.122 -0.050 0.029 -0.795
C 5.634 1.567 0.819 0.084 0.032 0.037 -0.184
C 4.395 1.531 0.178 -0.201 0.506 -0.071 0.744
C 1.534 -3.288 -0.586 -0.172 -0.134 0.049 0.328
C 0.167 -3.171 -0.412 -0.209 0.055 0.093 0.974
O -0.754 -3.261 -1.410 -0.015 0.032 0.460 -0.474
C -0.282 -3.378 -2.733 0.147 0.004 -0.259 -0.906
H -3.355 -2.495 2.047 0.063 0.012 0.071 0.167
H -1.933 -1.629 2.668 -0.005 -0.037 -0.013 0.390
H -2.074 -3.395 2.901 0.010 0.029 -0.023 0.455
H 0.151 -2.649 2.944 -0.094 0.018 0.074 0.464
H 2.560 -2.840 2.598 0.090 0.026 0.112 0.469
H 4.425 -3.739 1.004 0.040 0.086 -0.090 0.398
H 4.146 -3.492 -0.734 0.022 -0.036 -0.015 0.347
H 2.973 -1.270 -1.032 0.187 0.063 0.176 0.071
H -0.852 2.933 -1.538 0.033 0.004 0.062 0.326
H 0.457 2.677 -0.366 -0.121 -0.043 -0.064 0.400
H -0.829 0.820 0.676 -0.019 0.046 -0.013 0.023
H -1.767 2.339 0.693 0.088 -0.078 -0.012 0.581
H -3.689 -1.388 -0.321 0.132 -0.086 -0.065 0.618
H -5.901 -1.690 0.674 -0.039 -0.088 -0.003 0.432
H -7.138 0.265 1.557 -0.081 -0.013 0.035 0.385
H -6.169 2.496 1.394 -0.007 0.107 0.013 0.411
H -4.697 4.236 1.737 -0.008 -0.012 -0.059 0.388
H -3.868 5.067 0.398 -0.085 -0.023 0.039 0.242
H -5.450 4.299 0.118 0.031 -0.014 0.030 0.385
H -1.442 -0.919 -0.999 -0.064 -0.016 -0.039 0.431
H -2.738 -0.514 -2.153 0.029 -0.050 0.024 0.759
H -1.367 1.261 -3.147 -0.003 -0.050 0.028 0.397
H -0.445 -0.269 -3.148 -0.080 0.100 0.026 0.561
H 3.685 4.881 0.080 -0.047 0.115 -0.019 0.450
H 5.887 4.921 1.225 0.017 0.087 0.020 0.385
H 7.099 2.844 1.681 0.081 -0.011 0.044 0.411
H 6.158 0.650 1.033 0.016 -0.023 0.006 0.545
H 1.937 -3.470 -1.569 0.024 0.015 -0.151 0.371
H 0.215 -4.340 -2.896 -0.021 0.023 0.007 0.393
H 0.406 -2.563 -2.977 -0.032 -0.040 -0.001 0.264
H -1.166 -3.319 -3.366 0.066 -0.032 -0.007 0.261
```
Positions in Å, forces in eV/Å.

Summary:
HOMO level (eV): -7.776
SMILES string: COc1ccc(CC(=O)Nc2c(C(=O)N3CCN(c4ccccc4OC)CC3)oc3ccccc23)cc1OC
Electronic energy (eV): -48368.425
Energy relative to the best compared isomer or geometry (same formula, charge and spin) (eV): 0.258
Gap between HOMO and LUMO (eV): 8.15
LUMO energy (eV): 0.4